Formula: C25H54F3N8O10
Source: the OMol25 dataset
Level of theory: ωB97M-V/def2-TZVPD

Structure (ORCA input):
```
! wB97M-V def2-TZVPD RIJCOSX def2/J DEFGRID3
* xyz -1 1
N -1.42134 -2.11752 -3.58165
C -1.88768 -3.16109 -4.48786
C -3.32919 -2.94417 -4.90656
O -4.22132 -2.93122 -3.75302
C -5.26629 -3.72065 -3.87465
F -6.01265 -3.45876 -4.99869
F -4.98600 -5.02467 -3.91442
F -6.10077 -3.51297 -2.83137
C -1.66613 -4.63439 -4.02671
O -1.30907 -4.81536 -2.84913
O -1.87531 -5.47824 -4.91700
H -1.74766 -2.27774 -2.63635
H -0.41153 -2.13193 -3.60266
H -1.31536 -3.05194 -5.41815
H -3.58738 -3.75537 -5.59357
H -3.45903 -1.99271 -5.42991
C 2.03593 -1.46880 -0.17491
C 0.55179 -1.73359 -0.24703
O -0.26360 -0.81120 -0.20543
N 0.14846 -3.01133 -0.38503
C 0.96681 -4.20350 -0.47238
H 2.17754 -0.39556 -0.08597
H 2.48430 -1.95809 0.68837
H 2.54349 -1.81552 -1.07326
H -0.85100 -3.12538 -0.48334
H 0.79077 -4.68800 -1.43321
H 0.70345 -4.90022 0.32729
H 2.01920 -3.95077 -0.38243
C 5.70457 -0.26859 2.05699
C 5.52862 -0.34872 0.56006
O 5.03965 -1.31867 0.00669
N 5.93513 0.72952 -0.16374
C 6.54267 1.95234 0.32155
H 5.33955 -1.19191 2.49761
H 6.75649 -0.13539 2.31437
H 5.12824 0.56581 2.46031
H 5.77919 0.63184 -1.15448
H 5.92354 2.81307 0.05878
H 7.52972 2.08876 -0.12416
H 6.66036 1.91761 1.39959
C 7.03242 1.60724 5.12664
C 8.39847 1.40550 4.52251
O 8.57049 1.02840 3.37318
N 9.46540 1.66834 5.32653
C 9.44777 2.12361 6.70255
H 6.27992 1.35912 4.38517
H 6.89381 0.96336 5.99451
H 6.89339 2.64022 5.43653
H 10.35659 1.51753 4.88127
H 9.96212 3.08352 6.79143
H 9.95408 1.40415 7.34886
H 8.42596 2.24259 7.04997
C -5.31226 -2.19341 0.33453
C -3.89086 -1.85845 -0.06498
O -3.49421 -2.00694 -1.20540
N -3.06613 -1.40571 0.92186
C -3.37735 -1.23088 2.32200
H -5.83939 -2.54727 -0.54551
H -5.32518 -2.97713 1.09313
H -5.82289 -1.31148 0.72592
H -2.12710 -1.17373 0.61519
H -3.23820 -0.18776 2.61712
H -2.71914 -1.84749 2.93912
H -4.40517 -1.51300 2.52750
C 3.91932 5.05321 6.69029
C 5.27166 4.54747 7.13277
O 5.50296 3.35610 7.26204
N 6.23690 5.47331 7.38121
C 6.14405 6.91663 7.27581
H 3.27119 4.19714 6.53326
H 3.47742 5.69702 7.45153
H 3.99955 5.61077 5.75654
H 7.11430 5.07340 7.67387
H 6.86992 7.29235 6.55290
H 6.34840 7.38185 8.24160
H 5.15150 7.21086 6.95326
C -11.57632 -1.37211 -5.19053
C -10.45763 -0.39832 -5.49144
O -10.67838 0.78732 -5.69109
N -9.19913 -0.89656 -5.53001
C -8.76161 -2.26851 -5.31847
H -12.51311 -0.82345 -5.19510
H -11.62087 -2.15756 -5.94560
H -11.43811 -1.83106 -4.21115
H -8.49603 -0.20341 -5.73260
H -8.07062 -2.31502 -4.48097
H -8.24915 -2.63817 -6.20607
H -9.61077 -2.91071 -5.11043
C -2.25095 3.79623 -3.29396
C -1.58995 2.43371 -3.17700
O -0.37967 2.33548 -3.04842
N -2.40403 1.35504 -3.22678
C -3.84185 1.33266 -3.38329
H -1.47504 4.55402 -3.23902
H -2.77552 3.89488 -4.24538
H -2.96063 3.95618 -2.48096
H -1.94169 0.45629 -3.13822
H -4.30364 0.83685 -2.52721
H -4.11297 0.77150 -4.27975
H -4.24019 2.33926 -3.46584
*
```

Summary:
Relative energy (zero: lowest compared OMol25 entry of this formula, charge and spin), kcal per mole: 0.00
Lowest unoccupied orbital energy, eV: 1.308

---

Formula: C12H32N2O5V
Source: the OMol25 dataset
Level of theory: ωB97M-V/def2-TZVPD

Structure (ORCA input):
```
! wB97M-V def2-TZVPD RIJCOSX def2/J DEFGRID3
* xyz 0 2
O 1.12068 -1.66773 0.96345
V -0.37095 -1.35198 0.48668
C -3.64167 0.89478 -1.12106
C -3.37586 -0.08714 0.05277
O -2.41750 -1.03028 -0.31764
H -4.42307 1.63901 -0.96402
H -4.06174 0.19028 -1.84582
H -2.72495 1.29310 -1.55112
H -4.24404 -0.71133 0.29230
H -3.17238 0.53178 0.94775
C -0.33954 -5.37862 0.64510
C 0.03397 -4.46170 -0.50587
O -0.74438 -3.31709 -0.49770
H -1.40658 -5.59504 0.57113
H -0.24343 -4.79603 1.56778
H 0.27369 -6.26845 0.79540
H -0.11018 -4.97061 -1.47064
H 1.11942 -4.26805 -0.47951
C 2.29074 -2.04836 -2.39197
C 1.89466 -0.68428 -1.83388
C 2.18785 0.45238 -2.85676
O 1.76864 1.69056 -2.32136
C 2.68103 2.43133 -1.54733
N 0.47269 -0.63057 -1.48298
H 1.52009 -2.32990 -3.10877
H 2.45621 -2.81152 -1.63026
H 3.29268 -2.07119 -2.82890
H 2.49758 -0.39314 -0.97070
H 1.60276 0.25540 -3.75789
H 3.23852 0.41219 -3.15322
H 3.22845 1.80524 -0.83662
H 2.14452 3.08313 -0.85212
H 3.23789 3.11107 -2.19283
H 0.15442 0.33059 -1.61280
H -0.03846 -1.06074 -2.25675
C -0.68283 2.65360 0.06422
C 0.08202 2.01059 1.21648
C -0.13834 2.86489 2.45377
O 0.48749 2.25634 3.57934
C -0.26114 2.15887 4.77970
N -0.44440 0.65586 1.48805
H -1.75834 2.63302 0.24331
H -0.49431 2.15109 -0.88498
H -0.34508 3.66972 -0.14968
H 1.13953 1.94203 0.96358
H -1.18508 3.14205 2.61286
H 0.31689 3.83850 2.24148
H 0.43726 1.78575 5.52782
H -1.12421 1.49480 4.70360
H -0.48617 3.19509 5.05084
H -0.01956 0.57346 2.42282
H -1.42551 0.78726 1.75297
*
```

Summary:
Expectation value of S²: 0.775
Lowest unoccupied orbital energy (spin up / spin down), eV: -0.094 / 0.097

---

Formula: C32H34IN11O10P2SW
Source: the OMol25 dataset
Level of theory: ωB97M-V/def2-TZVPD

Structure (ORCA input):
```
! wB97M-V def2-TZVPD RIJCOSX def2/J DEFGRID3
* xyz 0 1
W 1.07285 2.24398 0.61927
C 5.14823 0.35046 0.22517
C 4.30131 -0.42957 1.17663
N 4.68090 -1.62459 1.57642
C 3.92666 -2.29569 2.47437
C 2.77972 -1.79912 3.03793
C 1.99535 -2.60046 4.03474
O 0.66703 -2.76789 3.53097
C 2.33143 -0.54462 2.58428
C 1.09209 0.04677 3.01582
N 0.55105 1.02379 2.38742
C -0.65104 1.66212 2.72317
C -1.58676 1.38227 3.70604
C -2.68076 2.23043 3.76585
C -2.79187 3.30940 2.88184
C -1.83116 3.56346 1.90978
C -0.75177 2.70423 1.82295
I 1.65155 4.05413 2.73720
C 3.06636 0.11141 1.61384
O 2.62528 1.19327 1.01499
H 5.89296 -0.29718 -0.23207
H 5.65126 1.15896 0.75999
H 4.53527 0.83933 -0.53094
H 4.28158 -3.28422 2.74187
H 1.97017 -2.08870 5.00449
H 2.48467 -3.56625 4.17884
H 0.19627 -3.38481 4.10012
H 0.57911 -0.35394 3.88439
H -1.47903 0.55227 4.39381
H -3.44729 2.06650 4.51166
H -3.64746 3.96791 2.96029
H -1.93730 4.40816 1.24676
C 3.69757 -0.25774 -3.32663
C 2.21767 -0.41712 -2.97901
O 1.53775 -1.00645 -4.11174
P 1.99013 -1.64457 -1.59244
O 3.37069 -2.43839 -1.49773
O 0.99436 -2.69210 -2.24556
O 1.56597 -1.13203 -0.28229
P 1.53898 1.29612 -2.70523
O -0.01566 1.06801 -3.06050
O 2.17460 2.21445 -3.66180
O 1.68375 1.66063 -1.22115
H 4.11340 -1.22342 -3.60756
H 4.26218 0.13039 -2.47924
H 3.79030 0.44903 -4.14787
H 1.11472 -0.31227 -4.63314
H 3.80156 -2.31457 -0.63761
H 0.88373 -2.46125 -3.18943
H -0.38066 1.88437 -3.44660
N 1.67255 4.69151 -1.91172
C 2.71368 4.40301 -1.06004
N 3.92350 4.89111 -1.19689
N 4.62466 4.32389 -0.19277
N 3.88747 3.56334 0.52096
N 2.63702 3.57501 -0.01497
C 0.41761 4.22806 -1.72119
N -0.53004 4.30940 -2.64053
N -1.60917 3.74814 -2.05335
N -1.35713 3.35889 -0.87446
N -0.03426 3.64431 -0.59010
H 1.91833 4.94972 -2.85530
O -0.34592 0.94759 -0.14204
S -1.77849 0.48731 0.26558
C -2.70762 0.51957 -1.31131
C -3.09479 -0.77580 -1.94619
C -2.16416 -1.52506 -2.65827
C -2.53823 -2.72275 -3.24844
C -3.84926 -3.16982 -3.14847
C -4.78660 -2.41391 -2.45741
C -4.40872 -1.22467 -1.85595
C -1.45908 -1.25572 0.58913
C -2.72242 -1.97399 0.97988
C -3.00580 -3.20459 0.39872
C -4.15430 -3.89632 0.74885
C -5.03703 -3.35763 1.67434
C -4.76027 -2.12898 2.25744
C -3.60383 -1.44140 1.91769
H -2.06088 1.12242 -1.94113
H -3.58174 1.11888 -1.05731
H -1.15278 -1.14925 -2.75840
H -1.81029 -3.30712 -3.79674
H -4.14063 -4.10081 -3.61693
H -5.81155 -2.75279 -2.38279
H -5.13722 -0.64253 -1.30339
H -0.71946 -1.24287 1.39305
H -0.98175 -1.68662 -0.28914
H -2.33090 -3.60921 -0.34641
H -4.36643 -4.85222 0.28768
H -5.93836 -3.89394 1.94083
H -5.44355 -1.70356 2.98113
H -3.38984 -0.48548 2.38399
*
```

Summary:
Relative energy (zero: lowest compared OMol25 entry of this formula, charge and spin), kcal per mole: 45.14
Lowest unoccupied orbital energy, eV: -1.905

---

Formula: C16H16BrCaN3O3S2
Source: the OMol25 dataset
Level of theory: ωB97M-V/def2-TZVPD

Structure (ORCA input):
```
! wB97M-V def2-TZVPD RIJCOSX def2/J DEFGRID3
* xyz 0 1
Ca -0.33177 1.14581 1.50558
O 1.07802 -2.01518 3.04685
C 1.45143 -2.80616 2.00632
C 2.04755 -4.04655 2.20236
C 2.43821 -4.81724 1.12075
C 2.25543 -4.35165 -0.17029
C 1.66781 -3.11532 -0.37285
C 1.24926 -2.34473 0.70079
C 0.55892 -1.04807 0.50117
O -0.50196 -0.80490 1.14575
N 1.09769 -0.26224 -0.39359
N 0.64570 1.01292 -0.41321
C 0.63864 1.61246 -1.53821
S 0.44122 3.34650 -1.65104
C 0.11642 3.33485 -3.45537
C 0.96255 2.25723 -4.09595
S 0.90371 0.74831 -3.05539
H 1.24636 -2.47696 3.87837
H 2.21466 -4.40513 3.21017
H 2.89185 -5.78295 1.29189
H 2.57466 -4.94561 -1.01324
H 1.51156 -2.72470 -1.36560
H 0.37635 4.32003 -3.83670
H -0.94707 3.14448 -3.60553
H 2.00860 2.55189 -4.19442
H 0.56529 1.98909 -5.07346
Br -3.31462 1.36051 -3.22768
C -3.26883 0.91945 -1.38251
C -3.94621 -0.19837 -0.91908
C -3.87425 -0.47162 0.43679
C -3.12502 0.36366 1.25076
N -2.48804 1.43560 0.79748
C -2.56447 1.71869 -0.49404
H -4.50888 -0.82541 -1.59555
H -4.38902 -1.32462 0.84959
H -3.01641 0.17032 2.30896
H -2.04573 2.61328 -0.82104
C 1.50054 2.95953 3.30171
O 0.49420 2.30297 2.64998
H 2.30264 3.25101 2.60046
H 1.95666 2.32823 4.08595
H 1.12634 3.88058 3.78309
*
```

Summary:
Relative energy (zero: lowest compared OMol25 entry of this formula, charge and spin), kcal per mole: 50.52
Lowest unoccupied orbital energy, eV: 0.138